# 1
{"formula": "C4H5HgO2", "method": "ωB97M-V/def2-TZVPD", "multiplicity": 2, "de_lowest_ev": 0.000, "total_energy_ha": -458.48132, "orbital_gap_ev": [9.02, 7.86], "charge": 2, "fmax_ha_per_bohr": 0.0992, "e_lumo_ev": [-9.4, -11.6], "species": ["C", "H", "C", "H", "C", "O", "H", "H", "Hg", "H", "C", "O"], "coordinates": [[-0.27, -0.25, -0.69], [1.61, 0.81, 0.13], [0.90, 0.89, -0.71], [-0.51, -2.19, -0.22], [-0.29, -1.26, 0.40], [-1.21, 2.13, -0.06], [1.30, 1.21, -1.68], [-0.76, -0.54, -1.63], [1.26, -2.62, 3.29], [-2.09, 1.82, 0.22], [-0.42, 1.23, -0.38], [0.47, -1.24, 1.33]]}

# 2
{"formula": "C42H53BFGeN3O2Se2SnTe", "method": "ωB97M-V/def2-TZVPD", "de_lowest_ev": 1.014, "total_energy_ha": -9433.78654, "orbital_gap_ev": 6.99, "charge": -2, "fmax_ha_per_bohr": 0.0590, "e_lumo_ev": 3.3, "species": ["H", "C", "Ge", "B", "H", "H", "H", "C", "N", "C", "C", "H", "H", "Se", "Sn", "H", "C", "C", "O", "H", "H", "C", "H", "H", "H", "C", "C", "H", "C", "C", "H", "Te", "C", "H", "H", "H", "C", "C", "C", "N", "H", "H", "H", "C", "C", "C", "O", "H", "C", "H", "H", "C", "H", "H", "Se", "C", "C", "C", "H", "H", "H", "C", "C", "H", "H", "C", "C", "C", "H", "C", "C", "H", "C", "H", "H", "N", "C", "C", "H", "H", "H", "C", "H", "C", "H", "H", "H", "H", "H", "H", "C", "H", "H", "C", "C", "H", "H", "C", "H", "C", "C", "H", "H", "F", "H", "H", "C"], "coordinates": [[14.79, 9.49, 19.05], [7.49, 14.39, 9.15], [9.58, 15.42, 12.67], [15.53, 16.52, 11.13], [16.15, 9.26, 14.18], [15.98, 14.64, 18.08], [11.18, 17.28, 16.81], [6.80, 15.53, 8.79], [8.27, 11.93, 16.38], [11.78, 17.52, 12.64], [9.69, 18.29, 13.36], [7.65, 12.78, 16.41], [15.70, 9.95, 16.27], [13.63, 18.42, 16.96], [10.55, 12.45, 17.27], [7.80, 10.88, 22.49], [12.45, 9.30, 17.15], [8.42, 14.89, 14.22], [6.51, 14.07, 16.16], [6.65, 11.10, 17.23], [10.51, 13.59, 19.69], [10.45, 17.19, 13.00], [14.36, 12.23, 12.01], [10.74, 12.95, 14.15], [5.09, 12.65, 19.65], [12.10, 8.58, 15.98], [14.33, 8.82, 15.09], [16.02, 15.78, 12.00], [11.10, 14.26, 12.37], [11.69, 18.24, 16.66], [8.04, 10.41, 17.56], [11.07, 9.88, 18.67], [7.63, 11.49, 21.59], [12.75, 11.69, 13.92], [13.77, 14.02, 10.34], [6.92, 13.86, 18.64], [6.09, 12.47, 20.02], [8.69, 12.03, 20.86], [7.15, 16.70, 9.36], [7.53, 10.81, 16.80], [10.43, 7.72, 16.84], [8.64, 18.14, 13.60], [14.66, 16.02, 10.44], [14.33, 17.50, 15.38], [9.66, 13.56, 19.01], [12.51, 12.48, 13.15], [4.89, 15.40, 15.29], [8.30, 17.60, 11.04], [15.39, 8.44, 14.07], [10.72, 7.02, 15.27], [16.46, 15.46, 16.57], [8.30, 14.33, 10.25], [11.67, 15.23, 10.55], [15.40, 17.52, 15.64], [14.06, 14.81, 16.58], [14.69, 9.56, 16.21], [11.92, 14.44, 11.30], [13.39, 12.74, 12.12], [15.66, 16.33, 17.97], [8.29, 13.85, 13.93], [6.72, 17.67, 8.99], [14.44, 10.32, 18.46], [6.36, 11.71, 21.10], [15.24, 10.93, 18.04], [14.10, 18.03, 14.44], [7.05, 15.61, 14.35], [8.60, 15.52, 10.92], [8.01, 16.69, 10.47], [11.98, 20.86, 13.20], [7.16, 13.14, 19.39], [15.72, 15.43, 17.39], [8.79, 13.45, 10.50], [13.84, 16.11, 15.14], [11.18, 18.96, 17.34], [15.88, 7.52, 14.31], [17.85, 17.19, 9.74], [13.08, 13.72, 11.13], [13.81, 9.72, 17.26], [14.99, 8.47, 13.06], [13.36, 18.99, 12.53], [6.54, 15.59, 13.40], [8.50, 12.91, 19.76], [14.25, 15.67, 14.24], [6.06, 14.95, 15.35], [12.34, 16.66, 12.38], [6.14, 15.45, 7.92], [7.38, 13.47, 8.52], [8.52, 11.90, 15.41], [9.39, 14.55, 18.63], [7.17, 16.65, 14.68], [11.59, 19.83, 13.13], [9.10, 15.12, 15.11], [15.10, 17.57, 11.63], [13.04, 8.33, 15.00], [10.20, 19.57, 13.34], [9.73, 11.77, 21.12], [9.55, 20.38, 13.68], [10.77, 7.99, 15.88], [13.76, 10.93, 19.05], [11.33, 13.19, 13.25], [12.35, 18.77, 12.75], [9.99, 8.65, 15.47], [12.72, 7.72, 14.21], [5.29, 11.06, 21.80], [12.77, 16.23, 15.08], [11.43, 18.68, 15.70], [16.87, 16.95, 10.30]]}

# 3
{"formula": "C20H35As2F6NO10S3SiV", "method": "ωB97M-V/def2-TZVPD", "multiplicity": 3, "de_lowest_ev": 1.401, "total_energy_ha": -9089.15706, "orbital_gap_ev": [8.13, 7.89], "charge": -1, "fmax_ha_per_bohr": 0.0093, "e_lumo_ev": [2.2, 2.5], "species": ["C", "C", "H", "As", "S", "F", "C", "C", "H", "C", "H", "H", "O", "C", "H", "H", "H", "F", "H", "S", "C", "H", "As", "H", "H", "O", "H", "H", "H", "H", "C", "H", "N", "H", "C", "H", "C", "O", "H", "H", "H", "F", "O", "C", "H", "H", "H", "H", "C", "S", "C", "O", "C", "C", "H", "O", "C", "H", "V", "Si", "C", "F", "O", "C", "O", "F", "H", "C", "H", "H", "O", "H", "H", "O", "F", "H", "C", "H", "H"], "coordinates": [[-4.01, 1.28, -0.38], [3.40, -1.59, -2.57], [0.05, 2.76, 1.92], [2.02, -0.33, -2.15], [1.82, -3.47, -1.48], [2.32, 2.99, -2.33], [4.54, -1.08, -3.18], [-1.90, 3.27, -1.19], [-0.77, 3.95, 2.93], [-4.89, 2.42, -0.92], [-5.89, 2.05, -1.15], [0.60, -3.73, 1.13], [3.26, -0.99, 1.82], [-2.19, 1.63, 2.93], [-4.85, -0.07, -1.87], [-3.29, 0.63, -2.34], [4.59, -0.03, -3.45], [3.43, 1.16, 3.63], [-0.66, 4.19, 1.18], [1.95, -0.51, 2.14], [-3.26, 3.71, 2.04], [4.32, -4.80, -2.15], [-1.39, -2.28, 0.48], [-1.39, 0.89, 2.82], [-0.95, -4.61, 1.24], [2.09, -4.64, -0.68], [-3.21, -3.50, 1.71], [-4.25, 3.26, 2.02], [-0.47, -3.42, 2.50], [-2.05, 2.10, 3.91], [-3.86, 0.24, -1.50], [-5.68, 0.16, 0.43], [1.28, 0.43, 1.05], [-3.15, 1.10, 2.95], [-0.80, 3.44, 1.96], [-2.59, 4.11, -1.07], [-1.92, -3.20, -1.16], [2.84, 0.57, -0.87], [-3.91, -2.11, 0.87], [-2.90, -2.85, -1.46], [-3.13, 4.20, 3.02], [2.19, -0.22, 4.72], [0.36, -0.26, -1.95], [-0.44, -3.67, 1.44], [1.73, 1.41, -3.57], [-3.23, 4.50, 1.28], [-2.03, 2.88, -2.21], [-4.16, -0.12, 1.30], [2.24, 0.57, 3.64], [2.09, 1.69, 0.09], [-2.13, 2.69, 1.82], [1.49, -2.26, -0.68], [-3.07, -2.45, 1.47], [5.54, -3.26, -3.06], [6.51, -1.54, -3.88], [2.88, 2.21, 1.18], [-4.76, 0.64, 0.79], [-1.96, -4.28, -0.97], [-0.29, 0.14, -0.12], [-2.22, 1.89, 0.07], [4.40, -3.77, -2.45], [1.29, 1.50, 3.77], [2.25, 0.59, -3.61], [5.61, -1.93, -3.42], [0.93, -1.41, 2.61], [2.42, 4.25, -0.59], [-3.35, -0.65, -1.14], [3.33, -2.92, -2.21], [-0.88, 3.63, -1.11], [-5.06, 1.38, 1.54], [0.70, 1.98, -0.46], [-3.02, -1.87, 2.39], [6.39, -3.92, -3.24], [0.92, -3.66, -2.60], [4.11, 3.02, -1.13], [-1.20, -3.02, -1.95], [2.78, 3.05, -1.05], [-4.48, 2.86, -1.83], [-4.99, 3.23, -0.19]]}

# 4
{"formula": "C3H4AgLi2O2", "method": "ωB97M-V/def2-TZVPD", "de_lowest_ev": 0.000, "total_energy_ha": -428.82562, "orbital_gap_ev": 5.67, "charge": 1, "fmax_ha_per_bohr": 0.0623, "e_lumo_ev": -4.3, "species": ["H", "H", "Ag", "Li", "Li", "C", "C", "H", "O", "C", "H", "O"], "coordinates": [[-2.16, 0.75, -0.50], [-0.56, -1.79, -0.74], [-0.47, 1.43, -2.16], [4.17, 0.07, -0.61], [-2.07, 1.82, 1.56], [1.64, 0.11, -0.35], [-0.54, -0.95, -0.03], [-1.29, -0.03, 1.21], [2.66, 0.53, 0.25], [-1.38, 0.29, 0.14], [-0.84, -1.64, 0.78], [0.83, -0.59, 0.46]]}

# 5
{"formula": "C40H45AsN2OOsSTe", "method": "ωB97M-V/def2-TZVPD", "de_lowest_ev": 0.000, "total_energy_ha": -4728.69413, "orbital_gap_ev": 6.46, "fmax_ha_per_bohr": 0.0131, "e_lumo_ev": 0.2, "species": ["H", "H", "As", "C", "H", "H", "C", "C", "C", "H", "O", "H", "C", "H", "C", "H", "N", "C", "H", "H", "H", "C", "C", "H", "H", "C", "H", "H", "H", "C", "C", "Te", "H", "H", "H", "H", "C", "Os", "H", "H", "C", "H", "C", "C", "H", "C", "H", "H", "H", "C", "H", "C", "H", "C", "C", "H", "H", "H", "C", "C", "C", "H", "C", "C", "H", "C", "H", "C", "N", "S", "H", "H", "C", "C", "C", "C", "C", "C", "C", "H", "H", "C", "H", "H", "H", "C", "C", "H", "H", "C", "H", "C"], "coordinates": [[-2.26, -2.09, 1.95], [1.49, -4.59, 3.97], [-0.35, -2.54, -0.28], [-2.03, -5.12, -3.11], [0.53, 1.48, -3.07], [-1.72, -1.53, -2.62], [-1.48, -3.85, -1.15], [1.13, 2.45, 0.69], [-0.18, 2.88, 0.08], [0.02, 4.85, 0.87], [-0.08, 0.06, 1.51], [1.04, -0.95, -3.85], [-6.04, 5.08, 1.63], [0.32, -0.63, -5.44], [-2.46, 3.78, -1.12], [-6.59, 3.57, -0.56], [-0.89, 2.02, -0.67], [-4.42, 3.18, 1.98], [-6.58, 1.88, -2.03], [-6.12, 0.27, -1.46], [-3.87, -6.22, -3.03], [-1.18, -4.27, -2.44], [4.01, -3.51, -1.71], [1.78, 3.33, 0.74], [-2.61, -1.00, -4.67], [-3.20, -5.56, -2.51], [-1.79, -5.45, -4.12], [-2.00, 0.36, -5.63], [1.37, -0.64, 3.71], [-3.84, 1.96, 1.62], [3.17, -4.58, -1.39], [-3.41, -0.52, -0.24], [-0.45, -3.94, 5.36], [-4.97, 1.22, -2.36], [1.08, 0.96, 4.43], [3.53, -5.60, -1.48], [1.42, -3.01, -0.88], [-0.63, -0.22, -0.69], [0.11, 1.65, -4.78], [-5.41, 5.61, 2.34], [0.69, -3.74, 2.17], [-6.22, 5.73, 0.77], [-0.58, 4.20, 0.26], [-2.66, -4.28, -0.54], [-1.78, 1.67, 2.08], [2.24, -1.93, -1.20], [-2.57, 1.76, -1.82], [1.62, 1.71, 0.06], [-0.26, -3.93, -2.91], [-5.41, 3.78, 1.21], [-2.07, 5.68, -0.18], [-0.29, 1.42, -3.79], [1.54, -4.02, 1.57], [-5.82, 3.12, 0.06], [-4.25, 1.32, 0.44], [5.02, -3.69, -2.04], [1.21, -5.14, -0.74], [1.56, 2.41, 2.78], [-5.77, 1.29, -1.62], [0.69, 0.21, 3.74], [-2.75, 1.41, 2.49], [-1.01, 2.20, -3.55], [-0.91, 0.03, -3.78], [-1.74, 4.66, -0.33], [-2.83, 1.82, 3.50], [0.53, 0.73, 2.34], [4.21, -1.38, -1.88], [-2.01, 2.49, -1.25], [1.05, 1.93, 2.05], [1.73, -0.24, -1.13], [-0.30, -1.96, -4.45], [-0.27, -0.16, 4.09], [-3.51, -5.13, -1.22], [1.88, -4.32, -0.98], [0.11, -0.95, -4.42], [3.55, -2.21, -1.62], [-0.38, -3.05, 1.59], [-1.45, -2.67, 2.38], [-1.48, -2.99, 3.73], [-2.91, -3.95, 0.46], [-3.38, 4.07, -1.60], [-0.43, -3.69, 4.30], [-4.09, 3.66, 2.89], [-4.43, -5.47, -0.75], [-7.01, 4.90, 2.11], [0.66, -4.05, 3.52], [-2.20, 0.01, -4.61], [-2.33, -2.70, 4.34], [-2.96, 0.65, -4.17], [-1.16, -0.59, -2.43], [-2.79, 0.32, 2.53], [-5.26, 1.91, -0.34]]}

# 6
{"formula": "C25H52BeCl3MgN3O5", "method": "ωB97M-V/def2-TZVPD", "total_energy_ha": -3119.05593, "orbital_gap_ev": 1.22, "fmax_ha_per_bohr": 0.0807, "e_lumo_ev": -5.9, "species": ["O", "C", "H", "C", "C", "H", "H", "H", "H", "C", "H", "C", "H", "H", "H", "C", "H", "Cl", "H", "H", "C", "H", "C", "C", "C", "C", "C", "H", "N", "H", "C", "C", "N", "H", "H", "Be", "H", "C", "H", "H", "H", "H", "Cl", "H", "C", "O", "H", "H", "H", "H", "H", "H", "H", "H", "C", "H", "H", "H", "N", "H", "Mg", "H", "H", "H", "H", "C", "Cl", "H", "H", "H", "H", "H", "C", "H", "H", "C", "C", "C", "C", "H", "C", "O", "O", "H", "C", "H", "H", "O", "H", "H"], "coordinates": [[7.27, 5.98, -0.11], [0.77, -1.03, -1.74], [0.03, 4.06, 0.94], [-0.93, 0.79, -2.07], [1.50, -1.64, -0.53], [-0.05, 1.44, -2.08], [-3.36, -3.68, -0.18], [-3.19, -5.63, -1.74], [2.64, 4.83, 2.32], [-6.20, -6.73, 0.43], [-0.28, -5.10, 0.60], [1.15, -4.13, -0.71], [1.76, 6.65, -1.77], [-2.26, -6.50, -0.48], [9.19, 7.88, 1.40], [1.97, 4.63, -0.94], [2.68, 4.39, -1.77], [-0.89, 3.22, -5.30], [0.57, 6.26, -0.53], [0.47, -6.21, -0.52], [-3.60, -4.99, 3.23], [0.65, -1.81, -2.49], [1.14, 5.86, -1.36], [0.82, 3.95, 1.68], [-0.64, -0.51, -1.33], [-3.03, -4.64, 0.20], [1.96, 4.92, 1.48], [-1.20, 2.59, 3.83], [-6.38, -6.90, 1.71], [-5.64, -6.45, 3.47], [3.99, 5.41, 0.19], [0.07, -5.20, -0.43], [2.72, 4.67, 0.27], [-3.37, 0.39, -2.48], [3.27, 7.37, 0.87], [2.59, 3.33, -3.50], [-0.83, -5.52, -2.33], [-4.19, -5.41, 0.76], [1.56, 5.95, 1.51], [4.58, 5.14, 1.07], [9.71, 7.88, -0.30], [-0.60, -0.37, -0.25], [0.76, 2.50, -3.63], [1.66, -0.86, 0.23], [-4.44, -5.58, 2.14], [7.04, 8.18, -0.19], [-1.23, 0.53, -3.09], [4.56, 5.03, -0.66], [-1.92, -6.24, 3.78], [-2.27, -4.52, 0.97], [3.62, 7.28, -0.87], [0.91, -3.00, 1.11], [1.29, 3.78, -0.90], [2.14, -4.48, -0.42], [-1.09, -4.98, -1.42], [-5.02, 2.01, -3.20], [1.39, -0.23, -2.14], [-6.92, -7.17, -0.24], [-5.49, -6.32, 2.48], [-3.29, 0.16, -0.69], [0.98, -1.74, 2.84], [4.93, 7.32, 0.29], [-2.87, -4.29, 2.83], [2.50, -1.93, -0.88], [-4.28, -4.40, 3.85], [-3.20, 0.88, -1.52], [-3.58, -5.25, -3.59], [-3.51, -6.94, 4.29], [-5.01, -5.91, -1.15], [9.64, 6.36, 0.62], [-0.33, -2.73, -0.11], [-1.22, -3.92, -1.66], [7.71, 7.15, 0.02], [1.15, -3.97, -1.79], [-2.79, -5.58, 5.12], [-2.92, -6.03, 4.14], [9.15, 7.32, 0.46], [0.75, -2.85, 0.02], [3.93, 6.93, 0.11], [0.21, 2.05, 3.96], [-5.11, -6.01, -0.07], [-1.97, 1.55, -1.47], [-0.70, 1.77, 3.84], [0.36, 4.13, 2.66], [-2.42, -5.50, -0.93], [0.44, 5.57, -2.14], [-4.02, 1.60, -1.38], [-5.74, 1.59, -2.71], [-1.33, -1.31, -1.59], [1.17, 2.91, 1.66]]}

# 7
{"formula": "C5H6O2", "method": "ωB97M-V/def2-TZVPD", "de_lowest_ev": 1.501, "total_energy_ha": -344.54677, "orbital_gap_ev": 11.22, "fmax_ha_per_bohr": 0.0249, "e_lumo_ev": 0.8, "species": ["C", "H", "H", "H", "O", "C", "C", "C", "O", "H", "C", "H", "H"], "coordinates": [[0.24, -0.19, 1.33], [1.83, -0.86, -0.93], [0.99, -0.94, 1.60], [2.03, 0.90, -1.04], [-0.68, 1.37, -0.23], [-1.74, 0.52, 0.03], [-0.85, -0.66, 0.35], [0.24, 0.27, -0.08], [-2.90, 0.76, -0.09], [-0.28, 0.34, 2.10], [1.31, 0.09, -1.10], [-1.06, -1.70, 0.13], [0.86, 0.07, -2.09]]}

# 8
{"formula": "C6H12N2O", "method": "ωB97M-V/def2-TZVPD", "de_lowest_ev": 2.704, "total_energy_ha": -419.77363, "orbital_gap_ev": 9.22, "charge": 2, "fmax_ha_per_bohr": 0.0767, "e_lumo_ev": -9.9, "species": ["C", "H", "C", "H", "C", "H", "O", "H", "H", "N", "C", "H", "C", "C", "H", "H", "H", "N", "H", "H", "H"], "coordinates": [[-2.40, 0.26, 1.35], [-2.29, -0.40, 2.26], [1.88, -1.16, -0.69], [0.73, 1.50, -0.81], [0.57, -0.35, 1.22], [-0.71, 1.47, 1.34], [-1.08, 0.54, -0.49], [-3.06, -0.21, 0.58], [1.09, -0.73, 3.17], [1.36, -0.57, 2.21], [-1.22, 0.73, 0.75], [2.32, -0.63, 2.14], [0.18, 0.24, -2.52], [0.16, 0.56, -1.07], [-2.90, 1.12, 1.84], [1.93, -1.16, -1.83], [-0.48, 0.92, -3.10], [1.08, -0.34, -0.17], [-0.16, -0.69, -2.74], [1.24, 0.48, -2.89], [2.65, -1.71, -0.08]]}

# 9
{"formula": "C21H22N2O5S2", "method": "ωB97M-V/def2-TZVPD", "de_lowest_ev": 0.857, "total_energy_ha": -2095.50880, "orbital_gap_ev": 8.98, "fmax_ha_per_bohr": 0.0211, "e_lumo_ev": 0.3, "species": ["C", "H", "H", "H", "C", "C", "N", "C", "H", "H", "H", "C", "C", "C", "O", "H", "C", "O", "C", "S", "H", "C", "C", "C", "C", "H", "H", "H", "O", "H", "C", "C", "H", "N", "C", "S", "H", "H", "H", "H", "O", "C", "C", "H", "H", "O", "H", "C", "H", "C", "C", "H"], "coordinates": [[-0.73, -1.26, -1.90], [-4.54, 0.38, 2.05], [2.55, 2.59, -1.41], [1.90, 1.18, 2.39], [-0.18, -1.38, -3.16], [1.02, 0.68, -2.83], [-0.90, -0.12, 0.23], [1.54, 2.92, -1.20], [5.25, 3.28, 0.76], [-0.44, -2.22, -3.78], [1.57, 3.65, -0.38], [3.22, -2.87, 0.68], [4.76, 1.41, -0.16], [-3.69, 0.05, 1.47], [1.97, -0.78, 0.85], [-2.70, 2.76, 0.12], [4.58, 2.43, 0.76], [-3.72, -0.35, -1.19], [0.80, -2.74, 0.07], [-3.88, 0.71, -0.23], [-2.49, 1.37, 2.71], [-2.36, 0.58, 1.96], [-0.66, -1.13, 1.11], [2.70, 1.26, 1.68], [2.88, 0.23, 0.76], [4.20, -2.41, 0.63], [2.99, -3.07, 1.73], [-1.43, -1.99, -1.53], [-5.06, 1.52, -0.32], [5.56, 1.46, -0.88], [0.70, -0.42, -3.62], [-1.50, 1.08, 0.79], [3.40, 3.14, 2.40], [-0.13, -2.25, 0.91], [2.14, -1.96, 0.09], [-1.34, -0.75, 2.70], [1.14, -0.51, -4.60], [-0.71, 1.75, 1.15], [4.08, -0.47, -0.89], [1.10, 3.39, -2.09], [0.70, -3.76, -0.57], [0.48, 0.81, -1.56], [3.55, 2.35, 1.68], [-1.98, 1.81, -1.21], [-3.70, -1.04, 1.38], [0.73, 1.87, -0.73], [3.23, -3.81, 0.14], [3.91, 0.31, -0.16], [1.70, 1.42, -3.22], [-0.39, -0.18, -1.09], [-2.40, 1.77, -0.21], [2.37, -1.73, -0.96]]}